Formula: C3H6N2OS
Source: the OMol25 dataset
Level of theory: wB97M-V/def2-TZVPD

```
13
Properties=species:S:1:pos:R:3:mulliken_spin:R:1
C -2.68982 0.92497 0.01168 0.020
C 0.39510 0.13951 -0.34445 0.011
C 0.35653 -1.34490 -0.09973 -0.029
N -0.38837 0.76880 0.70581 0.030
N -1.61071 0.21774 0.63875 0.346
O -3.62181 0.38821 -0.48606 0.050
S -1.50695 -1.51542 0.18455 1.510
H -2.47033 1.95106 0.05467 0.002
H 1.43759 0.58881 -0.56124 0.011
H -0.23448 0.38599 -1.28289 0.002
H 0.65299 -1.88033 -1.00269 0.019
H 0.79809 -1.48433 0.96049 0.017
H -0.09508 0.74866 1.71799 0.011
```

Computed properties:
Energy above the lowest of the compared OMol25 structures with the same formula, charge and spin (kcal per mole): 45.4
HOMO level (alpha / beta) (eV): -4.78 / -9.53
Orbital gap (alpha / beta) (eV): 5.5 / 7.5
Total energy (eV): -19065.2548
Multiplicity: 3



Formula: CH7NS2
Source: the OMol25 dataset
Level of theory: wB97M-V/def2-TZVPD

```
11
Properties=species:S:1:pos:R:3:mulliken_charge:R:1
C -1.47674 -0.50931 -1.33177 -0.818
N -0.46633 0.33646 -0.70282 -0.448
H -1.90012 -1.27410 -0.67041 0.266
H -1.03171 -1.05208 -2.16657 0.293
H -2.36455 0.01459 -1.68348 0.274
H -0.97632 1.02619 -0.16701 0.213
H 0.05441 0.85661 -1.37573 0.236
S 2.36868 0.23511 3.18590 -0.191
S 1.79924 -0.99095 1.61449 -0.115
H 2.61227 1.37264 2.50013 0.145
H 1.38117 -0.01516 0.79726 0.145
```

Computed properties:
Energy above the lowest of the compared OMol25 structures with the same formula, charge and spin (kcal per mole): 18.0
HOMO level (eV): -8.20
Orbital gap (eV): 8.8
Total energy (eV): -24310.4341
Structure (SMILES): CN.SS



Formula: CH9N2O
Source: the OMol25 dataset
Level of theory: wB97M-V/def2-TZVPD

```
13
Properties=species:S:1:pos:R:3:mulliken_charge:R:1
O -1.73013 1.24700 0.51022 -0.648
H -2.44867 0.62207 0.34258 0.310
H -0.22982 0.53316 0.99040 0.305
H -2.14368 2.11477 0.53779 0.318
N 0.51748 -0.19197 0.99099 -0.290
C 1.08705 -0.28272 -0.39173 -0.464
N 0.08815 -0.83314 -1.25688 -0.496
H 1.23859 -0.00700 1.69271 0.374
H 0.09809 -1.07648 1.28461 0.344
H 1.41462 0.70173 -0.66647 0.356
H 1.95499 -0.91135 -0.38277 0.411
H 0.38799 -1.70464 -1.66858 0.239
H -0.23467 -0.21143 -1.98289 0.241
```

Computed properties:
Energy above the lowest of the compared OMol25 structures with the same formula, charge and spin (kcal per mole): 0.2
HOMO level (eV): -14.75
Orbital gap (eV): 11.5
Net charge: +1
Total energy (eV): -6204.6079



Formula: C42H29BrF4N4OPRe
Source: the OMol25 dataset
Level of theory: wB97M-V/def2-TZVPD

```
83
Properties=species:S:1:pos:R:3:mulliken_spin:R:1
Re 0.47246 0.59540 0.08845 0.652
C 4.03905 -0.47648 -2.36982 -0.006
C 2.77524 -0.52076 -1.78795 0.017
N 2.43473 0.21249 -0.71972 0.032
C 3.38256 1.05268 -0.19373 0.024
C 4.67487 1.13860 -0.71375 -0.012
C 4.99227 0.35003 -1.83885 0.008
C 5.62062 1.97838 -0.07236 0.046
C 5.28148 2.67303 1.06715 -0.008
C 3.99971 2.56541 1.60256 0.031
C 3.02983 1.78618 0.96902 0.008
N 1.73500 1.54183 1.37096 0.108
C 1.26666 1.57780 2.69755 -0.025
C 1.50528 2.50780 3.68583 0.023
C 1.02251 2.29062 4.98802 -0.004
C 0.34293 1.14410 5.30228 0.021
C 0.05626 0.18793 4.30025 -0.009
C -0.60080 -1.04039 4.55062 0.010
C -0.78464 -1.92899 3.52796 -0.002
C -0.39187 -1.57533 2.23503 0.011
N 0.17436 -0.40153 1.94744 -0.020
C 0.46619 0.44806 2.99156 0.015
H 4.24594 -1.09886 -3.23104 0.001
H 2.01602 -1.16239 -2.19950 -0.007
H 5.98718 0.39841 -2.26827 0.000
H 6.62638 2.04505 -0.47807 0.000
H 6.01379 3.29790 1.56489 0.001
H 3.76843 3.10920 2.50847 -0.002
H 2.03019 3.43017 3.46913 0.000
H 1.22004 3.03332 5.75290 0.000
H 0.02054 0.95717 6.32198 0.000
H -0.93292 -1.27802 5.55720 0.000
H -1.24742 -2.89404 3.69335 0.000
H -0.56360 -2.25398 1.41719 -0.002
O 0.71788 2.25251 -1.35911 0.013
C 0.34312 3.51906 -0.76284 0.010
C -0.66810 3.33900 0.34062 -0.004
C -1.26850 4.43622 0.92200 -0.002
C -2.22420 4.24375 1.90828 0.000
C -2.56614 2.94673 2.27420 0.001
C -1.91226 1.89628 1.67182 -0.004
N -0.96525 2.08564 0.72606 0.063
H 0.20821 2.13867 -2.18381 0.001
H -0.07105 4.16803 -1.53120 -0.001
H 1.24613 3.99138 -0.38908 0.002
H -1.00106 5.43452 0.58913 0.000
H -2.70420 5.09484 2.37924 0.000
H -3.33446 2.74916 3.01186 0.000
H -2.14410 0.86974 1.93206 -0.004
F -5.01842 -0.69804 -5.78596 0.000
C -4.14077 -0.72470 -4.81936 0.000
C -3.62591 -1.91868 -4.37283 -0.001
F -4.00918 -3.04954 -4.91771 0.000
C -2.69871 -1.93005 -3.35234 0.000
F -2.25260 -3.13471 -3.01496 0.000
C -2.23219 -0.77154 -2.71847 0.005
P -1.02477 -1.04326 -1.32680 -0.006
C -2.12253 -1.99369 -0.22015 -0.002
C -2.06216 -3.36381 0.01326 -0.001
C -2.98212 -3.95805 0.87294 0.000
C -3.96434 -3.19612 1.49222 0.000
C -4.03978 -1.83083 1.24553 0.002
C -3.12086 -1.23526 0.39597 -0.002
C 0.21353 -2.16708 -2.04311 0.025
C 0.50179 -2.17687 -3.40584 0.014
C 1.49159 -3.01730 -3.90224 0.002
C 2.19872 -3.84897 -3.04468 0.003
C 1.93964 -3.82001 -1.68104 0.004
C 0.95602 -2.97695 -1.18150 -0.013
C -2.79734 0.42385 -3.19085 0.002
Br -2.49320 2.11515 -2.42576 0.001
C -3.72315 0.44434 -4.21925 0.000
F -4.24609 1.58432 -4.63849 0.000
H -1.32230 -3.98129 -0.47595 0.000
H -2.94183 -5.03027 1.03776 0.000
H -4.68369 -3.66925 2.14847 0.000
H -4.82406 -1.23700 1.70388 0.000
H -3.20583 -0.17287 0.17033 -0.002
H -0.03459 -1.52545 -4.08740 0.000
H 1.69841 -3.03151 -4.96654 0.000
H 2.95190 -4.51814 -3.43940 0.000
H 2.49816 -4.46034 -1.00659 0.000
H 0.78131 -2.94241 -0.10911 -0.017
```

Computed properties:
Energy above the lowest of the compared OMol25 structures with the same formula, charge and spin (kcal per mole): 32.9
HOMO level (alpha / beta) (eV): -16.33 / -16.33
Orbital gap (alpha / beta) (eV): 5.6 / 5.6
Net charge: +3
Total energy (eV): -144339.9870
Multiplicity: 2